1.
This record from OMol25 describes one molecule with the formula C22H34N2O3. The level of theory is ωB97M-V/def2-TZVPD.

```
61
Properties=species:S:1:pos:R:3:forces:R:3:lowdin_charge:R:1
H 3.7303 3.2524 1.7865 0.1 0.1 0.1 0.11
C -1.6964 -1.7470 0.4224 -0.3 0.4 -0.1 -0.31
H -5.7237 0.8649 0.7725 -0.1 -0.1 0.1 0.07
C -1.6223 -0.5229 1.3402 -0.1 -0.3 0.0 -0.10
C 2.8091 3.2856 1.2013 -0.3 0.0 -0.2 -0.20
C 2.8647 0.2937 -1.3722 0.1 -0.2 0.1 -0.43
N -3.1247 0.6677 -0.1461 0.1 0.0 0.1 -0.15
H 2.0317 -0.0461 1.8646 0.0 0.0 0.1 0.10
C -4.0775 1.7538 -0.3320 -0.2 0.2 -0.2 -0.43
C -3.8396 2.4393 -1.6788 0.0 -0.1 0.3 -0.06
H 4.1349 2.3669 -1.8887 0.1 0.0 0.2 0.12
H -2.7754 2.5969 -1.8289 0.1 0.0 0.0 0.08
H -6.1804 2.2348 -0.2395 -0.1 0.1 0.0 0.08
H 4.2098 -2.0856 -1.4950 0.1 0.0 0.0 0.12
H -2.5293 -2.3701 0.7841 0.1 0.2 -0.1 0.16
H -0.1432 -6.3785 0.3460 0.0 0.1 0.0 0.09
H -2.8756 1.1488 1.8587 -0.1 0.0 0.0 0.12
H -3.5297 -0.1613 -2.0089 -0.1 -0.1 0.0 0.12
H -1.4603 -0.8472 2.3698 0.0 0.0 0.0 0.13
H -0.8047 0.1365 1.0569 0.0 0.0 0.0 0.10
O -0.6014 -2.6443 0.5457 0.5 -0.1 0.0 -0.04
H 1.2941 2.2900 2.3747 -0.1 0.0 0.0 0.11
H -3.7608 -0.3732 1.5982 0.0 0.1 0.0 0.12
H -4.1434 -1.1288 -0.6450 0.0 0.1 -0.1 0.13
H 2.2037 3.3540 -0.8586 0.0 0.0 0.0 0.12
C -2.0252 -1.3208 -1.0082 -0.1 -0.2 0.1 -0.10
C 3.8703 0.5025 0.8690 -0.1 -0.3 0.5 -0.14
C 3.2154 -2.1818 -1.0866 -0.1 0.1 0.0 -0.03
C -0.1928 -5.2907 0.2885 -0.4 -0.3 0.1 -0.08
C 4.0725 2.3047 -0.7995 -0.1 0.4 -0.4 -0.15
H -1.2238 -0.7198 -1.4332 0.0 0.0 -0.1 0.11
H -0.8079 -5.0020 -0.5674 0.0 0.0 0.0 0.10
C 2.7254 0.7969 1.8545 0.0 0.1 -0.1 -0.16
O 2.5822 0.7466 -2.4668 -0.2 0.1 -0.2 0.08
H -3.8437 2.4826 0.4542 0.0 -0.1 -0.1 0.13
C 0.6222 -2.4497 -0.0386 0.0 -0.2 0.0 -0.16
C 3.1337 3.3991 -0.2886 0.3 -0.1 0.1 -0.17
H -2.1573 -2.2058 -1.6341 0.0 0.0 0.0 0.13
N 3.6160 0.9703 -0.4724 0.2 0.1 -0.1 -0.05
H 3.3311 -4.3070 -0.8293 0.0 -0.1 0.0 0.12
H -4.2242 1.8433 -2.5023 -0.1 -0.1 -0.1 0.07
C 2.7282 -3.4193 -0.7195 -0.2 0.0 0.1 0.01
H -0.6392 -4.8962 1.2034 0.0 -0.1 -0.1 0.09
H 4.0582 -0.5740 0.8500 0.1 0.2 0.1 0.12
C 1.4464 -3.5823 -0.2002 0.1 0.0 -0.1 -0.19
C 2.4064 -1.0666 -0.9371 -0.1 -0.2 -0.1 -0.15
H 5.0734 2.4389 -0.3775 0.0 0.0 0.0 0.12
H 3.1535 0.8838 2.8550 0.0 0.0 0.1 0.11
H 0.5206 -0.3290 -0.3253 -0.1 0.1 0.0 0.10
H 3.6010 4.3656 -0.4884 0.0 0.0 -0.1 0.11
C -3.3097 -0.4922 -0.9944 0.2 0.0 -0.1 -0.18
H 2.2695 4.1890 1.4946 0.1 0.0 0.1 0.11
O 1.1440 -4.8713 0.1318 0.3 0.3 0.1 -0.07
C 1.9383 2.0661 1.5214 0.2 0.0 0.2 -0.20
H -5.8456 0.6705 -0.9812 -0.1 -0.1 -0.1 0.07
C -2.9311 0.2580 1.2286 0.2 0.0 0.1 -0.19
H 4.7838 0.9953 1.2114 0.0 -0.1 -0.1 0.12
C 1.1263 -1.2131 -0.4244 0.0 0.1 0.0 0.04
C -5.5509 1.3504 -0.1855 0.4 0.1 0.1 -0.06
H -4.3437 3.4021 -1.6958 -0.1 0.1 -0.1 0.08
H 1.2867 1.8753 0.6662 -0.1 0.0 0.0 0.10
```
Positions in Å, forces in eV/Å.

Results
- Charge: 0
- F_max: 0.57 eV Å⁻¹
- SMILES: COc1ccc(C(=O)N2CCCCCC2)cc1OC1CCN(C(C)C)CC1
- LUMO energy: 0.787 eV
- Frontier orbital gap: 8.85 eV

***

2.
This record from OMol25 describes C22H34N2O4P2STc as an isolated structure. The level of theory is ωB97M-V/def2-TZVPD.

```
66
Properties=species:S:1:pos:R:3:forces:R:3:lowdin_charge:R:1
H 2.5071 -0.4039 2.3401 -0.4 0.3 -0.7 0.06
C -0.1657 -6.4361 2.7711 -0.1 0.2 0.3 -0.03
H -3.2727 1.7293 -0.4863 0.2 0.3 -0.3 0.01
C -0.4960 -4.0411 2.8485 -0.3 -0.4 0.9 -0.14
H -3.7496 -1.7999 0.0973 0.1 0.3 0.5 0.13
O -0.9944 -5.4027 -0.3441 0.2 0.1 0.0 -0.31
C -1.8596 -1.3320 -0.7179 1.5 0.8 -2.8 -0.53
H -2.4812 -3.3078 -0.7023 -0.2 -0.6 0.2 0.07
C 1.6368 0.1624 1.9379 -0.9 0.4 0.1 -0.22
H -1.0183 -3.1507 4.7198 0.1 -0.3 0.0 0.12
H 3.5730 7.3970 -1.0711 -0.1 -0.1 0.1 0.10
C -0.5091 -2.8637 1.9513 0.2 0.3 -1.3 -0.50
O 1.4212 -5.0950 0.0790 0.2 -0.1 -0.2 -0.30
C -1.0796 3.6962 -2.9612 -0.1 -0.4 0.3 -0.26
C 3.2702 5.4294 -1.8726 0.2 -0.2 -0.3 -0.10
H -2.8322 0.3541 -3.0738 0.2 0.3 -0.3 0.04
H -2.9928 -0.3119 1.0589 0.5 -0.7 0.3 0.14
C 1.3420 5.1392 0.1534 0.0 -1.6 -0.8 -0.03
H 1.8744 7.1121 0.7016 0.0 0.1 0.1 0.10
H -3.7032 2.9071 -1.7710 0.5 -0.2 0.2 0.06
H -2.6349 3.4061 -0.4216 0.0 -0.3 -0.2 0.05
H -0.3645 -7.4432 4.6748 0.0 0.2 -0.1 0.10
C 1.5944 4.0707 -0.7735 1.2 1.3 -0.7 -0.44
H 2.7558 3.4003 -2.4813 0.0 0.5 0.3 0.09
H -2.9624 -2.4865 -2.1551 -0.3 0.5 -0.2 0.10
C 3.0216 6.4667 -0.9834 -0.1 0.0 0.1 -0.09
O -1.0404 -0.4520 -1.0899 -1.2 -1.7 1.0 -0.16
N -0.1650 -3.2207 0.6884 -0.3 0.4 -0.2 -0.08
H 3.7358 1.1986 -0.9805 0.3 0.2 0.3 0.03
H -1.3398 -3.0769 -1.9531 0.7 0.1 -0.2 0.08
H 3.0892 -1.7236 0.4195 -0.3 0.2 -0.3 0.06
N 0.9418 2.9133 -0.7804 -0.8 -1.5 -0.4 -0.21
H 0.0573 -7.3240 2.1840 0.0 0.1 0.2 0.12
C 3.4092 1.1503 0.0668 -0.5 0.2 -0.3 -0.28
H -0.9009 -5.3694 5.9421 0.0 0.0 -0.3 0.10
H 1.6566 1.1657 2.4016 -0.1 -0.4 -0.3 0.04
C -0.7117 -5.3152 4.8697 0.1 -0.2 -0.3 -0.07
C 2.2992 -1.4130 -0.2855 -0.3 0.2 -0.3 -0.27
H 4.1227 0.5824 0.6839 -0.3 0.1 -0.3 0.05
H -2.2165 -1.7490 0.8009 1.4 -1.0 1.3 0.12
O -0.8385 -1.7039 2.2905 0.2 -1.0 0.0 -0.04
H 2.6853 -1.4019 -1.3136 0.0 -0.3 0.2 0.04
C -2.8963 2.5700 -1.0910 0.5 0.1 0.3 -0.22
C 2.0583 6.2999 0.0167 0.3 0.6 0.0 -0.10
S 0.0626 -4.8189 0.4487 -0.5 1.2 1.1 0.62
C -2.1516 -2.6018 -1.4392 0.2 -0.5 0.1 -0.04
H -1.9645 3.9265 -3.5660 0.4 0.2 0.0 0.04
H -2.8892 1.9221 -3.9947 0.1 -0.5 0.0 0.04
C -0.2101 -5.1952 2.1489 0.1 -1.1 0.8 -0.22
C -0.4092 -6.4878 4.1530 0.0 0.3 -0.2 -0.07
H -1.4464 0.8217 -4.1357 -0.5 0.0 -0.1 0.04
H -0.1850 3.5470 -3.5852 -0.3 0.4 0.0 0.04
H 3.2794 2.1662 0.4679 0.2 -0.3 -0.2 0.03
H 1.4374 -2.0979 -0.1992 0.4 0.3 -0.1 0.01
C 2.5853 4.2377 -1.7892 -0.4 0.4 0.6 -0.07
H -3.4486 -0.1720 -0.3814 -1.1 1.0 -1.1 0.10
P -1.4080 2.0951 -2.1131 -2.5 0.4 -0.3 0.70
C -2.2459 1.1917 -3.4797 0.2 0.1 0.3 -0.26
H -0.8954 4.4677 -2.2002 0.1 -0.2 -0.4 0.04
Tc 0.7074 1.3980 -1.7598 0.7 1.4 1.9 0.76
H 0.7119 -0.3684 2.2512 0.5 0.4 -0.3 0.02
H 0.5897 4.9704 0.9267 0.2 0.2 -0.2 0.11
P 1.7568 0.3120 0.0671 1.6 -1.8 2.2 0.76
C -2.9349 -1.0745 0.2336 -2.1 1.3 0.3 -0.17
C -0.7730 -4.0844 4.2153 0.1 0.0 -0.3 -0.01
H 4.0049 5.5183 -2.6575 0.2 0.3 0.0 0.10
```
Positions in Å, forces in eV/Å.

Results
- Spin multiplicity: 4
- Charge: 0
- F_max: 3.22 eV Å⁻¹
- ⟨S²⟩: 3.831
- LUMO energy (alpha / beta): -0.865 / -0.892 eV
- Frontier orbital gap (alpha / beta): 5.15 / 7.00 eV

***

3.
This record from OMol25 describes C22H35AgNO3 as an isolated structure. The level of theory is ωB97M-V/def2-TZVPD.

```
62
Properties=species:S:1:pos:R:3:forces:R:3:lowdin_charge:R:1
C -0.0128 -3.2869 -1.6069 -1.1 0.4 -0.9 -0.42
H -0.9863 -4.4993 -0.0028 0.3 0.1 -0.3 0.11
H 2.1295 -3.3344 -2.1872 -0.4 0.0 0.3 0.10
C 2.4746 7.0736 0.2006 -0.2 -1.2 0.3 -0.16
C -2.0682 -0.0233 -1.7140 -0.6 0.1 -0.4 0.03
H 1.8127 -5.0705 1.9267 0.2 0.2 -0.3 0.09
C -1.2453 4.8639 2.0468 1.1 0.5 1.0 -0.19
C -1.4723 -2.0069 0.1342 0.4 -0.6 0.0 0.06
Ag -2.5708 -0.9506 -4.2991 -0.5 -0.3 -0.3 0.94
O 2.6737 6.0193 3.5087 -0.5 0.3 -0.9 0.15
C 0.2719 4.5593 2.1647 0.2 -0.1 -0.4 -0.11
C 1.6368 -4.4507 1.0416 -0.7 0.6 -1.0 -0.03
H 1.9319 8.1813 1.7898 0.5 0.4 0.3 0.12
C 1.0031 -5.2764 -0.1340 0.1 -1.5 1.2 -0.55
C 0.4260 -6.5669 0.5728 0.3 0.8 -0.7 -0.06
H -2.6747 -0.9400 1.5483 0.2 -0.1 -0.3 0.16
O -2.0563 3.6927 2.1652 -0.1 0.0 -0.6 -0.13
H -1.4403 5.4597 1.1400 -0.2 -0.5 0.1 0.13
H 3.4477 6.9373 -0.2831 -0.3 0.6 -0.1 0.11
H 1.2815 -7.0731 1.0358 -0.4 0.0 0.1 0.09
H 2.5056 -6.7558 -0.7547 -0.2 0.2 -0.3 0.09
H -0.2142 -2.7561 -3.7856 -0.2 -0.3 0.1 0.06
C 1.7798 5.6541 0.2472 -1.6 1.0 1.6 -0.11
H 1.3710 -1.7599 -2.2686 0.1 -0.3 0.2 0.09
C 1.0557 5.7773 1.6216 0.2 -0.6 0.9 -0.27
H 2.8938 -5.0882 -1.1911 -0.1 -0.4 -0.2 0.07
O -3.3227 1.1168 -0.0824 1.2 0.2 0.1 0.08
H -0.8997 -1.0359 -3.1435 0.7 -0.1 0.8 0.08
C -2.5527 3.2720 0.9235 -0.2 -0.4 -0.3 -0.19
H 0.2824 -4.3971 -3.4178 -0.3 0.3 -0.1 0.10
C -2.9839 1.7990 1.1657 -0.7 1.3 1.6 -0.06
C -1.2800 -1.0741 -2.1031 -0.2 0.1 0.3 -0.07
H 1.8163 -2.3855 -0.6839 -0.1 -0.3 -0.2 0.09
C 2.0752 -5.8225 -1.1331 -0.1 1.3 0.3 -0.03
C 1.4186 -2.6840 -1.6605 0.0 0.8 -0.2 0.00
N 2.6629 7.4917 1.6224 0.1 -0.6 0.2 0.03
C -2.5885 0.0826 -0.3662 0.2 -0.7 -0.8 -0.21
H 1.8070 7.8035 -0.2706 0.5 -0.2 -0.3 0.12
H 0.9421 5.4920 -0.4484 0.9 -0.1 -0.5 0.11
H 0.0021 -7.2208 -0.2036 -0.1 0.0 0.5 0.09
H -1.2406 -2.7826 0.8644 0.0 0.2 -0.3 0.13
H -3.8835 1.8483 1.7971 0.2 -0.3 -0.3 0.16
H 0.8963 -3.6747 1.3180 0.4 -0.2 0.2 0.07
H 1.6580 -5.9223 -2.1465 0.2 -0.4 0.3 0.08
H 2.4772 4.8124 0.3687 -0.2 0.2 -0.6 0.12
H 0.5223 3.6405 1.6006 -0.1 0.3 0.1 0.11
H -0.3196 -6.2811 1.3313 0.2 -0.3 -0.2 0.09
H -2.1752 1.3313 1.7423 -0.2 -0.3 -0.5 0.14
C -0.2237 -4.6016 -0.7936 0.4 -0.2 0.1 -0.11
H -1.7903 3.3259 0.1231 -0.1 0.0 0.2 0.13
H -0.6534 -5.3468 -1.4861 0.1 0.3 0.2 0.13
H -1.4181 -4.0275 -3.1880 0.2 0.4 0.0 0.10
C 2.2217 6.3645 2.4532 -0.5 0.2 -0.2 -0.40
H -2.3077 0.7630 -2.4419 0.1 0.1 0.6 0.13
C -2.2669 -0.9799 0.5347 -0.3 0.9 0.4 0.08
H 0.5540 4.3758 3.2121 -0.2 0.0 -0.3 0.12
H 0.3189 6.6056 1.6220 0.4 -0.1 -0.4 0.14
H 2.5490 -3.9245 0.7233 -0.2 -0.3 0.3 0.08
C -0.9338 -2.1351 -1.1821 0.2 -0.1 0.0 -0.05
H -1.4811 5.5129 2.9071 -0.2 -0.2 -0.4 0.14
C -0.4087 -3.5965 -3.1044 0.8 -0.8 0.4 -0.04
H -3.4278 3.8755 0.6297 0.2 -0.2 -0.1 0.14
```
Positions in Å, forces in eV/Å.

Results
- Spin multiplicity: 2
- Charge: +2
- F_max: 2.43 eV Å⁻¹
- ⟨S²⟩: 0.769
- LUMO energy (alpha / beta): -9.192 / -10.554 eV
- Frontier orbital gap (alpha / beta): 3.66 / 2.30 eV

***

4.
This record from OMol25 describes C22H35BClF2MoN6O4S3 as an isolated structure. The level of theory is ωB97M-V/def2-TZVPD.

```
75
Properties=species:S:1:pos:R:3:forces:R:3:lowdin_charge:R:1
H 8.6671 13.5375 16.0070 0.9 0.0 -0.2 0.09
H 7.8256 16.2516 13.6845 -0.2 0.7 -0.4 0.09
N 10.8641 8.5039 12.7556 0.1 1.4 -1.3 0.01
H 6.9050 15.7285 15.1210 -0.4 0.4 0.3 0.10
H 8.9507 9.8774 5.7702 0.4 0.2 0.5 0.11
C 9.2436 10.2258 6.7812 -1.0 0.5 -0.2 -0.05
F 6.4043 12.9279 10.2829 -0.4 2.5 0.4 0.05
Mo 7.9991 10.4839 10.7504 0.2 -0.7 -1.6 1.07
H 6.8473 14.7616 12.4578 -1.0 -1.5 0.2 0.12
S 9.0169 12.4439 9.5666 -0.1 -0.8 -0.1 0.77
C 9.0973 7.2136 13.8940 0.9 -0.4 -0.6 0.00
H 11.5782 8.4750 14.7596 -0.2 1.5 -1.3 0.16
H 12.2541 6.0196 12.8507 1.2 -0.4 -1.7 0.07
C 12.7702 11.6631 9.2502 0.9 -0.5 0.0 -0.02
O 7.4505 9.1833 8.9347 0.8 1.2 -1.7 -0.49
H 7.8077 12.2774 15.1294 -0.2 -0.5 0.1 0.03
H 5.6701 11.3450 9.3944 -0.5 -0.2 -1.0 0.12
H 6.7030 12.8923 12.7290 0.0 0.9 0.3 0.03
C 9.6905 12.7530 6.2596 -2.0 -1.1 1.6 -0.01
H 11.9978 14.5485 11.9347 -0.7 -0.5 0.8 0.14
N 11.0439 11.6073 7.8777 1.0 -1.2 -0.5 0.01
N 10.6884 12.8274 12.2566 1.1 1.6 -0.1 0.03
H 12.8596 12.2809 11.8980 -0.4 0.0 -0.5 0.13
H 8.3821 7.9954 13.5698 0.5 -0.4 0.0 0.07
C 10.8314 9.4360 11.7328 0.7 -0.6 0.5 -0.56
H 11.7368 9.9559 5.7347 -0.3 0.0 0.2 0.10
N 9.0767 13.8967 13.2717 0.3 -0.3 0.4 0.03
C 6.4064 11.6760 10.0849 0.4 -2.9 1.1 -0.43
H 10.6810 10.6817 4.5489 -0.2 0.3 0.9 0.11
H 11.9522 6.5651 14.4073 -0.1 0.2 0.3 0.07
F 5.9549 10.9602 11.3469 0.1 0.8 -0.4 -0.19
N 11.6073 11.9263 9.9359 2.5 0.3 2.6 0.02
C 7.8269 14.1857 14.1094 0.6 -2.0 -0.3 -0.60
H 8.3295 10.6579 7.1877 0.0 -0.4 0.4 0.06
H 10.4469 13.2633 5.7131 0.3 0.7 -0.5 0.07
H 9.5704 9.3589 7.3624 0.1 0.3 -0.1 0.06
C 11.4463 9.1059 13.8280 0.6 -1.9 1.8 -0.05
H 13.7644 11.6755 9.7428 -1.1 -0.1 -0.5 0.15
C 9.4670 12.6660 12.7771 0.0 1.0 0.6 -0.55
C 10.3611 7.1398 12.9291 -0.6 -0.6 1.4 -0.53
S 8.5919 11.1149 12.9584 0.3 1.1 0.1 0.72
H 8.7158 15.7203 15.1246 -0.8 0.6 0.1 0.11
C 11.8766 10.3213 13.4599 -0.1 -0.1 1.7 -0.07
H 9.7601 5.4005 12.0028 -0.2 -0.2 -0.1 0.09
C 10.2653 11.3481 6.6476 0.2 0.6 -1.8 -0.50
H 9.3852 7.3934 14.9452 -0.2 -0.2 -0.5 0.09
H 7.0390 13.6282 16.0315 -0.6 -0.3 -0.4 0.10
S 10.0819 9.2888 10.1363 0.1 -0.2 1.1 0.75
H 9.4205 13.2770 7.2251 0.4 -0.3 -1.3 0.04
C 12.4048 11.3980 7.9770 0.6 0.5 -0.1 -0.01
H 12.2846 11.0453 14.1388 0.4 0.3 -0.4 0.14
C 6.6875 13.9006 13.1916 -0.4 0.9 -1.3 -0.04
B 11.7563 11.9250 11.5307 -1.3 -0.4 0.2 -0.49
H 8.7129 12.6467 5.7231 1.1 0.1 0.0 0.11
H 10.5951 6.4147 10.8804 0.4 0.2 -0.1 0.09
C 10.0871 14.8449 13.0241 -0.8 -0.8 0.6 0.00
C 11.2069 10.8904 5.5061 0.3 -0.7 -0.4 -0.06
O 7.0768 8.5470 11.0198 0.1 -1.2 1.1 -0.50
C 9.9052 6.4340 11.7107 -1.7 0.2 -1.8 -0.09
C 11.4729 6.2069 13.5063 -2.0 0.6 1.9 -0.01
H 9.9807 15.8914 13.3231 0.2 -0.7 -0.3 0.13
Cl 6.8098 8.0729 9.6104 -0.9 -0.1 0.8 0.72
N 11.5069 10.5268 12.1869 -0.3 -0.5 -2.1 0.01
H 8.9303 6.8254 11.3040 1.0 -0.4 0.5 0.06
O 7.3881 6.8178 9.2885 -0.1 0.9 0.5 -0.23
H 5.7477 14.0344 13.7341 0.0 0.0 -0.2 0.11
C 11.0951 14.1628 12.4497 0.1 -0.1 -1.5 -0.03
C 7.7854 15.5958 14.5287 2.1 0.3 0.6 -0.05
C 7.8367 13.3231 15.3530 0.0 0.4 0.7 -0.04
H 12.9988 11.2360 7.1066 0.2 -0.2 -0.1 0.12
H 8.6375 6.2207 13.7403 -0.1 0.6 0.6 0.10
C 10.6182 11.9006 9.0898 -2.6 1.0 0.7 -0.72
H 11.9864 11.5810 5.2349 0.3 0.7 0.1 0.07
H 10.9592 5.2756 13.7991 0.4 0.3 -0.3 0.11
O 5.4184 8.1211 9.3973 -0.1 -0.4 -0.1 -0.23
```
Positions in Å, forces in eV/Å.

Results
- Spin multiplicity: 3
- Charge: +1
- F_max: 3.61 eV Å⁻¹
- ⟨S²⟩: 2.027
- LUMO energy (alpha / beta): -3.179 / -3.589 eV
- Frontier orbital gap (alpha / beta): 7.99 / 7.93 eV